Entry 1:
{
  "formula": "C45H117N15O15",
  "method": "ωB97M-V/def2-TZVPD",
  "e_tot_ha": -3734.6813,
  "max_force_ev_per_a": 7.13,
  "species": ["C", "C", "C", "C", "C", "C", "N", "O", "C", "C", "C", "H", "H", "H", "H", "H", "H", "H", "H", "H", "H", "H", "H", "H", "H", "H", "H", "H", "H", "H", "C", "C", "C", "C", "C", "C", "N", "O", "C", "C", "C", "H", "H", "H", "H", "H", "H", "H", "H", "H", "H", "H", "H", "H", "H", "H", "H", "H", "H", "H", "C", "C", "C", "C", "C", "C", "N", "O", "C", "C", "C", "H", "H", "H", "H", "H", "H", "H", "H", "H", "H", "H", "H", "H", "H", "H", "H", "H", "H", "H", "C", "O", "N", "N", "H", "H", "H", "H", "C", "O", "N", "N", "H", "H", "H", "H", "C", "O", "N", "N", "H", "H", "H", "H", "C", "O", "N", "N", "H", "H", "H", "H", "C", "O", "N", "N", "H", "H", "H", "H", "C", "O", "N", "N", "H", "H", "H", "H", "C", "C", "O", "H", "H", "H", "H", "H", "H", "C", "C", "O", "H", "H", "H", "H", "H", "H", "C", "C", "O", "H", "H", "H", "H", "H", "H", "C", "C", "O", "H", "H", "H", "H", "H", "H", "C", "C", "O", "H", "H", "H", "H", "H", "H", "C", "C", "O", "H", "H", "H", "H", "H", "H"],
  "coordinates": [[2.4974, -0.6909, -0.1478], [1.3167, 0.1605, -0.6488], [0.0261, -0.5313, -0.1007], [-1.2633, 0.3883, -0.0505], [-0.8917, 1.7118, 0.6167], [0.3246, 2.4705, 0.0821], [1.4544, 1.5794, -0.1871], [2.5832, 2.2255, -0.6633], [-0.1431, 3.2722, -1.1410], [0.6616, 3.4996, 1.2516], [1.3020, 0.1225, -2.2045], [3.4613, -0.2395, -0.3829], [2.5028, -1.6853, -0.5940], [2.5651, -0.8501, 0.9284], [-0.2142, -1.4679, -0.6037], [0.1729, -0.9556, 0.8925], [-2.0172, -0.1530, 0.5210], [-1.6468, 0.6175, -1.0447], [-0.7051, 1.3712, 1.6352], [-1.7688, 2.3538, 0.6979], [-0.8981, 3.9875, -0.8147], [0.6716, 3.7858, -1.6513], [-0.4657, 2.5778, -1.9168], [1.0277, 2.9800, 2.1370], [1.4562, 4.1305, 0.8532], [-0.2154, 4.1313, 1.3934], [0.4367, 0.5893, -2.6752], [1.3459, -0.8994, -2.5813], [2.1543, 0.6735, -2.6020], [2.3501, 2.5143, -1.5487], [2.8479, -5.9648, 3.0861], [1.9476, -6.7559, 1.9938], [0.9730, -7.6359, 2.8429], [-0.1664, -6.9327, 3.6026], [-0.8709, -5.9912, 2.6391], [-0.0249, -4.9898, 1.8284], [1.1579, -5.7226, 1.2315], [1.9165, -4.9449, 0.3620], [-1.0282, -4.5269, 0.6928], [0.4198, -3.8197, 2.7332], [2.8020, -7.6704, 1.0106], [3.4417, -5.1369, 2.6988], [3.5399, -6.6841, 3.5242], [2.3653, -5.6218, 4.0012], [0.5262, -8.4397, 2.2576], [1.6160, -8.1759, 3.5379], [0.2504, -6.4018, 4.4585], [-0.8565, -7.6644, 4.0228], [-1.6073, -5.4035, 3.1872], [-1.4795, -6.6260, 1.9952], [-1.8745, -4.0192, 1.1555], [-0.4964, -3.8020, 0.0766], [-1.2524, -5.3277, -0.0119], [0.5213, -4.0829, 3.7860], [1.3583, -3.4044, 2.3658], [-0.2969, -2.9985, 2.7437], [3.3790, -6.9638, 0.4141], [2.1353, -8.2275, 0.3523], [3.3850, -8.3540, 1.6277], [2.5131, -4.4107, 0.8914], [-1.0631, -4.8976, -4.3280], [-1.5945, -3.4859, -4.4299], [-0.7315, -2.6813, -5.4477], [-1.2866, -1.3723, -5.9587], [-2.7543, -1.5249, -6.3702], [-3.6300, -2.2182, -5.2922], [-3.0112, -3.4918, -4.8813], [-3.8423, -4.1310, -3.9150], [-3.8866, -1.1583, -4.2105], [-4.9346, -2.5482, -6.0255], [-1.3342, -2.8242, -3.0983], [0.0141, -4.9049, -4.4941], [-1.5143, -5.5550, -5.0712], [-1.2695, -5.3583, -3.3619], [0.2439, -2.4237, -5.0349], [-0.5729, -3.3400, -6.3016], [-0.6194, -1.0566, -6.7607], [-1.1282, -0.5885, -5.2180], [-2.7938, -2.0961, -7.2977], [-3.1513, -0.5566, -6.6749], [-4.6426, -0.4262, -4.4942], [-4.1564, -1.5702, -3.2381], [-2.9737, -0.6049, -3.9901], [-5.4436, -1.6442, -6.3598], [-4.8760, -3.2018, -6.8958], [-5.6654, -2.9276, -5.3113], [-1.9389, -3.1804, -2.2643], [-1.4332, -1.7393, -3.1344], [-0.2853, -2.9597, -2.8342], [-3.8255, -5.0509, -4.1893], [-2.8939, 0.4077, 3.6792], [-2.2336, 0.5493, 4.6670], [-3.3239, 1.4046, 2.9797], [-3.2852, -0.7058, 3.1721], [-3.6156, 1.0635, 2.0749], [-2.8597, 2.2927, 3.1053], [-3.8448, -0.6230, 2.3353], [-2.9186, -1.5940, 3.4834], [-5.5855, -0.2629, 0.1359], [-4.5851, -0.0323, 0.7339], [-6.4950, -1.0356, 0.5335], [-5.9712, 0.3276, -0.9146], [-7.3276, -1.1028, -0.0343], [-6.1472, -1.7377, 1.1708], [-6.9156, 0.1037, -1.1941], [-5.4065, 1.0560, -1.3275], [-1.7631, 4.2463, 4.3956], [-2.1411, 3.8912, 3.3213], [-1.4664, 5.4868, 4.6728], [-1.5435, 3.5172, 5.4579], [-1.6868, 6.1347, 3.9300], [-1.3451, 5.7725, 5.6339], [-1.2071, 3.8989, 6.3304], [-1.6659, 2.5174, 5.3840], [-1.9576, 7.2183, 1.6469], [-2.0169, 7.4099, 2.8070], [-1.6823, 8.1330, 0.7281], [-2.1371, 6.0656, 1.0658], [-1.7262, 7.8158, -0.2297], [-1.6367, 9.1142, 0.9635], [-1.9619, 5.7752, 0.1144], [-2.3189, 5.3008, 1.7000], [-4.0066, 3.1434, -2.0098], [-3.5537, 2.6103, -3.0154], [-4.1966, 2.5855, -0.8573], [-4.5399, 4.3350, -2.0340], [-3.9148, 1.6240, -0.7303], [-4.4067, 3.0942, -0.0104], [-4.9691, 4.7598, -1.2245], [-4.5720, 4.7315, -2.9624], [2.4016, 2.6721, -4.4513], [2.3930, 2.9896, -3.3278], [3.4563, 2.8298, -5.2042], [1.4168, 2.1294, -5.1449], [3.3456, 2.7113, -6.2011], [4.2451, 3.2987, -4.7822], [0.4969, 2.2011, -4.7342], [1.5140, 1.9432, -6.1329], [4.8169, -3.8890, -1.4917], [5.1091, -2.7775, -0.4578], [4.4126, -3.1435, 0.6973], [5.5217, -3.8514, -2.3222], [3.8493, -3.7045, -1.9585], [4.7562, -4.9292, -1.1718], [4.7789, -1.7829, -0.7578], [6.1660, -2.8769, -0.2104], [4.5529, -2.3769, 1.2579], [1.1354, -0.0027, 3.5850], [1.1322, 0.8318, 4.8572], [0.2160, 0.3228, 5.7995], [1.5227, -1.0154, 3.6963], [1.6816, 0.5243, 2.8027], [0.1428, -0.0697, 3.1396], [0.8169, 1.8267, 4.5428], [2.1152, 0.9403, 5.3155], [-0.6331, 0.1605, 5.3819], [1.3622, 6.6005, 2.6843], [2.8571, 6.8551, 2.5294], [3.3889, 7.0819, 3.8270], [0.8602, 6.3821, 1.7418], [0.8994, 7.4600, 3.1692], [1.2193, 5.6424, 3.1841], [2.9967, 7.7576, 1.9343], [3.3815, 6.0973, 1.9473], [4.3347, 7.0086, 3.6798], [4.5748, -2.3189, 3.9846], [4.8746, -0.9180, 3.5784], [5.3326, -0.9408, 2.2428], [5.4449, -2.9741, 4.0254], [3.9053, -2.8021, 3.2729], [4.0434, -2.2965, 4.9360], [5.5107, -0.4700, 4.3418], [3.9814, -0.2950, 3.6252], [5.2426, -0.0321, 1.9464], [-1.0272, 4.3979, -4.2887], [-1.4760, 3.4413, -5.3956], [-1.4635, 2.1706, -4.7799], [0.0315, 4.4002, -4.0294], [-1.6025, 4.2732, -3.3713], [-1.2549, 5.3873, -4.6853], [-0.7139, 3.4596, -6.1746], [-2.3598, 3.7135, -5.9726], [-2.0348, 2.2659, -4.0143], [5.3419, 2.7553, 3.5093], [4.0531, 2.6065, 2.7239], [4.1848, 1.5165, 1.8072], [6.0967, 3.1762, 2.8450], [5.6745, 1.8855, 4.0759], [5.3189, 3.6343, 4.1534], [3.8021, 3.5099, 2.1680], [3.2022, 2.4037, 3.3742], [3.3569, 1.4593, 1.3246]],
  "forces_ev_per_angstrom": [[0.571, 0.322, -0.104], [-0.541, -0.295, -0.624], [-1.080, 0.979, 0.224], [1.602, -0.186, -0.639], [-0.072, -1.638, 0.842], [-0.489, 0.744, 0.905], [-0.971, -1.423, 2.056], [0.056, 0.063, 0.155], [0.878, -0.437, -0.275], [0.515, -0.646, -2.087], [0.212, 0.017, 0.121], [-0.050, 0.238, -0.373], [-0.241, -0.002, -0.120], [-0.600, 0.183, 0.198], [0.240, 0.208, -0.858], [0.335, 0.631, 0.488], [-0.153, 0.201, -0.086], [-0.087, -0.419, -0.361], [0.326, 0.510, 0.388], [0.136, 0.326, -0.172], [-0.198, -0.059, -0.350], [0.112, 0.380, 0.345], [-0.702, 0.043, 0.056], [-0.345, 0.074, 0.094], [0.194, 0.170, 0.225], [0.063, -0.202, 0.497], [-0.336, 0.050, 0.319], [0.060, -0.106, 0.090], [0.158, -0.216, 0.088], [0.313, 0.284, -0.825], [0.357, -1.440, -0.484], [-0.559, 1.691, 1.262], [0.194, -0.347, -0.115], [1.241, 0.486, -0.399], [-0.436, -0.268, 0.500], [0.010, -1.059, -0.259], [-1.685, -1.549, -0.065], [-0.190, -0.135, -0.023], [2.206, 0.494, 0.249], [-0.234, 0.185, -0.288], [-1.195, 1.713, 1.169], [-0.039, -0.059, -0.300], [0.465, -0.156, -0.294], [-0.815, 0.183, -0.450], [-0.026, 0.139, -0.547], [0.082, 0.000, 0.230], [0.013, 0.213, 0.059], [-0.050, -0.050, -0.151], [-0.086, 0.210, 0.108], [0.166, 0.056, -0.487], [-0.196, -0.308, -0.142], [-0.042, 0.327, -0.010], [-0.368, -0.211, 0.473], [0.261, -0.318, -0.081], [0.082, 0.096, 0.098], [-0.187, 0.072, -0.263], [0.398, -0.430, 0.002], [-0.056, 0.049, 0.089], [0.238, 0.114, -0.236], [0.612, 0.530, 0.170], [-0.186, -0.754, -0.275], [0.236, 1.252, 0.117], [-0.299, -0.653, -0.502], [-0.288, 0.063, 0.342], [1.036, -0.223, -0.280], [-0.236, 0.685, -1.270], [0.735, 0.235, -0.670], [0.235, 0.388, 0.307], [0.391, -0.123, 0.907], [-1.111, 0.298, 0.745], [0.090, 0.845, 0.969], [0.021, -0.005, 0.137], [0.017, 0.061, -0.284], [0.043, 0.144, 0.133], [0.098, -0.580, 0.312], [0.124, -0.089, -0.195], [-0.312, 0.035, -0.435], [-0.380, 0.079, 0.256], [0.054, -0.422, 0.005], [-0.348, 0.107, 0.474], [-0.025, -0.125, -0.205], [-0.328, -0.325, -0.072], [0.005, 0.155, -0.215], [0.384, 0.364, -0.191], [0.425, -0.186, 0.257], [0.061, -0.542, 0.008], [-0.117, -0.199, -0.110], [-0.239, 0.072, -0.085], [0.081, -0.321, 0.095], [-0.112, -0.106, -0.122], [0.433, 0.821, 0.671], [2.244, 0.083, 3.353], [-1.472, 2.664, -2.325], [-0.987, -4.926, -1.156], [-0.142, 1.257, -0.247], [-0.001, 0.477, -0.154], [0.068, -0.831, -0.035], [-0.198, 0.310, 0.009], [0.753, 1.420, 0.149], [4.379, 0.601, 1.733], [-3.787, -5.057, 3.297], [-1.114, 3.184, -5.454], [0.174, -0.969, 0.786], [-1.014, -0.243, 0.074], [0.621, 0.780, -0.877], [-0.861, -0.151, -0.205], [1.092, 1.300, 2.614], [-1.261, -1.472, -3.697], [0.376, 3.188, -0.234], [-0.027, -3.683, 1.992], [0.053, 0.806, 0.363], [-0.008, 0.238, -0.569], [-0.069, -0.219, -0.474], [-0.033, -0.261, 0.209], [0.581, 0.870, -2.706], [-0.438, 1.014, 4.055], [0.591, 2.425, -1.607], [-1.140, -4.882, -0.449], [0.078, 0.772, 0.182], [0.049, -0.330, -0.161], [0.133, 0.645, 0.218], [0.102, -0.344, 0.175], [-0.053, -0.257, -1.844], [0.429, -0.559, -0.188], [0.517, -2.958, 3.547], [-0.654, 3.486, -1.227], [0.679, 0.221, 0.414], [-0.011, -0.113, -0.227], [0.007, 0.054, -0.532], [-0.157, 0.501, 0.445], [-0.169, -0.887, -3.389], [-0.695, 1.502, 5.597], [3.431, 0.629, -1.941], [-2.507, -0.939, -0.390], [0.708, 0.273, 0.332], [-0.037, -0.149, -0.478], [-0.322, -0.521, -0.255], [-0.268, 0.022, 0.423], [-0.477, 0.996, -1.094], [0.303, -2.480, -0.576], [-0.850, -0.031, 0.752], [0.226, 0.056, 0.022], [-0.243, 0.059, 0.032], [0.345, 0.274, 0.749], [0.510, -0.102, -0.476], [0.329, 0.779, -0.236], [-0.048, 0.247, 0.887], [0.279, 0.187, -0.410], [-0.991, -0.243, -0.686], [1.018, -0.091, 0.929], [0.103, 0.005, 0.124], [0.461, -0.086, -0.074], [-0.324, -0.074, 0.392], [0.015, 0.473, 0.074], [0.000, -0.282, 0.100], [-0.460, 0.132, -0.367], [0.513, -0.733, -0.471], [-1.091, 0.800, -0.521], [0.464, -0.495, -0.363], [0.157, 0.546, -0.355], [-0.135, -0.344, 0.177], [-0.110, 0.311, 0.741], [-0.034, 0.345, -0.120], [-0.011, -0.568, 0.375], [0.246, 0.152, 0.546], [-0.688, -0.710, 0.183], [-0.726, -0.082, 0.176], [0.682, 0.001, 0.340], [0.176, 0.234, 0.225], [-0.190, 0.109, -0.095], [0.183, -0.232, 0.194], [0.884, 0.130, -0.370], [-0.365, -0.118, -0.053], [-0.135, 0.508, -0.491], [-0.874, 1.476, -0.927], [1.671, 0.140, 0.817], [-0.110, -0.714, -1.038], [-0.001, -0.464, -0.236], [-0.084, -0.122, -0.113], [0.125, 0.505, 0.313], [0.286, -0.284, -0.024], [-0.662, -0.083, 0.714], [-0.499, -0.275, 0.394], [0.143, 1.411, -0.432], [-0.039, -0.504, 0.179], [0.322, 0.302, 0.321], [0.456, -0.948, -0.434], [-0.066, 0.045, -0.280], [-0.722, -0.225, 0.679], [0.194, 0.220, -0.009], [-0.075, -0.014, 0.295], [-0.277, -0.082, -0.482]],
  "mulliken_charge": [-3.02, 3.13, 0.02, -0.08, -0.92, 2.76, 2.06, -0.71, -1.26, -1.40, -2.39, 0.86, 0.69, -0.17, -0.42, -0.36, 0.31, -0.06, -0.65, 0.54, -0.73, 0.67, 0.33, -0.38, 0.71, -0.16, -0.09, 0.26, 0.56, 0.29, -1.36, 1.47, -1.36, -0.65, -1.44, 2.21, 0.13, -0.26, -1.93, -1.37, -1.62, 0.08, 0.59, 0.30, 0.39, 0.44, 0.32, 0.41, 0.43, 0.48, 0.42, 0.00, 0.54, 0.33, -0.18, 0.41, 0.18, 0.41, 0.39, 0.20, -2.21, 2.25, -1.76, 0.71, -1.67, 1.87, 0.15, -0.49, -1.30, -2.05, -1.62, 0.42, 0.52, 0.35, 0.41, 0.42, 0.53, -0.61, 0.45, 0.43, 0.38, 0.44, -0.24, 0.40, 0.43, 0.42, 0.67, -0.23, 0.54, 0.37, 0.65, -0.77, 0.00, -0.35, 0.15, 0.20, 0.35, 0.14, 0.55, -0.41, -0.46, -0.31, 0.14, 0.25, 0.15, 0.06, 0.58, -0.91, -0.21, -0.30, 0.24, 0.16, 0.19, 0.05, 0.68, -0.77, -0.38, -0.09, 0.14, 0.24, 0.07, -0.13, 0.60, -0.83, 0.02, -0.40, -0.32, 0.10, 0.15, 0.30, 0.66, -0.60, -0.48, -0.19, 0.13, 0.27, -0.02, 0.26, -1.20, 0.09, -0.33, 0.42, 0.23, 0.22, 0.20, 0.40, 0.15, 0.98, -0.30, -0.67, 0.24, -0.56, -0.40, 0.04, 0.32, 0.46, -0.59, -0.44, -0.53, 0.14, 0.46, 0.12, 0.33, 0.28, 0.32, -0.94, 0.52, -0.65, 0.34, -0.17, 0.47, 0.28, -0.22, 0.45, -0.50, -0.51, -0.35, 0.09, -0.19, 0.50, 0.43, 0.44, 0.17, -1.54, 0.65, -0.61, 0.42, 0.23, 0.42, 0.16, -0.28, 0.14]
}



Entry 2:
{
  "formula": "C5H15NOS",
  "method": "ωB97M-V/def2-TZVPD",
  "smiles": "CCNCCCS.O",
  "e_tot_ha": -727.6556,
  "max_force_ev_per_a": 1.52,
  "species": ["C", "C", "S", "C", "N", "C", "C", "H", "H", "H", "H", "H", "H", "H", "H", "H", "H", "H", "H", "H", "H", "H", "O"],
  "coordinates": [[1.7188, 1.5698, -0.1788], [2.6143, 0.4839, 0.4384], [3.3395, -0.8243, -0.5611], [0.5055, 1.0316, -0.9621], [-0.5563, 0.4259, -0.1176], [-0.3288, -1.0165, 0.1242], [-1.4986, -1.6185, 0.8553], [1.2465, 2.1049, 0.6488], [2.3822, 2.1171, -0.8402], [2.1434, 0.0448, 1.3074], [3.5175, 0.9820, 0.8144], [2.2549, -1.1239, -1.2729], [0.9077, 0.2845, -1.6568], [0.0274, 1.8388, -1.5131], [-1.3681, 0.5677, -0.7019], [0.5517, -1.0029, 0.7645], [-0.1114, -1.5539, -0.8061], [-2.4888, -1.5010, 0.4195], [-1.5416, -1.2141, 1.8668], [-1.3837, -2.7055, 0.8905], [-4.4060, -0.0310, -0.3397], [-3.8136, 0.5676, 0.8822], [-3.7123, 0.5733, -0.0618]],
  "forces_ev_per_angstrom": [[-0.655, -1.367, -0.143], [0.360, 0.571, 0.786], [0.041, 0.043, -0.422], [0.504, -0.467, 0.610], [0.715, 0.237, -0.900], [-0.342, 1.435, -0.098], [-0.155, -0.876, 0.420], [0.646, 0.574, -0.075], [-0.305, 0.689, -0.017], [-0.160, -0.132, 0.178], [-0.212, -0.009, 0.096], [-0.105, -0.214, -0.078], [-0.295, 0.117, -0.462], [0.216, 0.083, -0.135], [-0.606, -0.388, 0.449], [0.002, -0.714, -0.077], [0.068, -0.082, -0.037], [0.239, 0.482, -0.405], [-0.047, -0.126, 0.063], [0.229, 0.016, 0.358], [-0.077, -0.008, -0.296], [0.200, 0.199, 0.803], [-0.262, -0.062, -0.620]],
  "mulliken_charge": [-0.40, -0.88, -0.15, -0.66, -0.32, -0.03, -1.16, 0.28, 0.34, 0.44, 0.37, 0.05, 0.23, 0.46, 0.19, 0.11, 0.23, 0.24, 0.30, 0.39, 0.31, 0.31, -0.63]
}